# C39H81Br4F3N2O5Si2

A molecular structure, C39H81Br4F3N2O5Si2 (the ωB97M-V functional and the def2-TZVPD basis, the Open Molecules 2025 dataset).

```
136
Properties=species:S:1:pos:R:3
C 6.031 -2.499 0.046
C 5.206 -1.740 1.105
C 5.933 -0.536 1.755
C 5.227 0.824 1.570
C 5.803 1.678 0.436
C 5.736 1.001 -0.974
C 7.134 0.623 -1.483
C 7.187 -0.321 -2.727
C 5.849 -0.572 -3.416
C 5.316 0.644 -4.210
C 3.772 0.640 -4.281
C 3.142 2.026 -3.976
C 2.336 1.986 -2.666
C 1.501 3.274 -2.467
C 0.240 2.924 -1.630
C -1.020 2.725 -2.521
C -2.078 3.838 -2.333
C -3.391 3.291 -1.760
C -4.236 2.651 -2.885
C -5.779 2.694 -2.630
Si -6.294 0.941 -2.127
C -8.149 1.018 -1.738
C -8.656 -0.101 -0.784
C -9.740 -1.049 -1.341
F -10.229 -0.702 -2.533
Br -9.056 -2.899 -1.337
C -10.976 -1.055 -0.374
F -11.880 -1.888 -0.869
F -11.516 0.141 -0.334
Br -10.561 -1.688 1.424
O -5.822 -0.008 -3.420
Si -6.894 -1.040 -4.192
C -5.444 0.588 -0.476
Br -5.540 2.060 0.789
C -4.826 -0.489 -0.062
C -4.144 -0.684 1.251
Br -4.753 -2.022 -1.204
H 5.583 -2.451 -0.942
H 6.062 -3.558 0.307
H 7.065 -2.168 -0.012
H 4.842 -2.417 1.871
H 4.328 -1.338 0.601
H 5.990 -0.744 2.823
H 6.962 -0.435 1.414
H 5.299 1.410 2.488
H 4.169 0.666 1.355
H 6.863 1.863 0.633
H 5.291 2.635 0.345
H 5.069 0.146 -0.886
H 5.283 1.714 -1.657
H 7.654 1.556 -1.703
H 7.669 0.174 -0.646
H 7.929 0.082 -3.415
H 7.563 -1.285 -2.380
H 5.107 -0.971 -2.734
H 6.019 -1.371 -4.143
H 5.692 1.560 -3.763
H 5.725 0.575 -5.218
H 3.318 -0.075 -3.596
H 3.488 0.341 -5.289
H 3.925 2.776 -3.855
H 2.450 2.342 -4.755
H 2.993 1.830 -1.812
H 1.628 1.157 -2.716
H 2.103 3.990 -1.910
H 1.208 3.663 -3.439
H 0.047 3.693 -0.884
H 0.454 2.001 -1.092
H -1.420 1.737 -2.292
H -0.689 2.701 -3.559
H -1.684 4.596 -1.657
H -2.278 4.265 -3.313
H -3.988 4.039 -1.237
H -3.175 2.509 -1.031
H -3.998 3.078 -3.858
H -3.925 1.603 -2.944
H -6.036 3.392 -1.838
H -6.309 2.890 -3.563
H -8.251 1.951 -1.181
H -8.770 1.158 -2.618
H -9.091 0.378 0.090
H -7.857 -0.716 -0.385
H -6.370 -1.234 -5.562
H -8.227 -0.432 -4.361
H -6.952 -2.368 -3.571
H -3.101 -0.392 1.140
H -4.635 -0.143 2.050
H -4.141 -1.742 1.507
C -3.934 -9.772 -0.085
O -4.642 -8.906 -0.951
C -6.058 -9.044 -0.869
C -6.685 -7.797 -0.278
N -6.361 -7.667 1.138
C -6.734 -6.378 1.718
C -6.017 -5.134 1.200
O -4.638 -5.084 1.519
C -3.780 -5.737 0.600
H -2.874 -9.676 -0.315
H -4.084 -9.501 0.965
H -4.230 -10.814 -0.239
H -6.345 -9.936 -0.307
H -6.425 -9.164 -1.893
H -7.771 -7.852 -0.394
H -6.319 -6.939 -0.859
H -5.365 -7.796 1.261
H -6.540 -6.448 2.791
H -7.814 -6.240 1.602
H -6.467 -4.272 1.703
H -6.174 -4.973 0.127
H -4.168 -5.704 -0.421
H -3.604 -6.775 0.896
H -2.818 -5.224 0.621
C 7.953 3.669 7.604
O 7.610 5.003 7.278
C 8.522 5.628 6.380
C 7.863 5.890 5.041
N 7.617 4.644 4.324
C 6.781 4.794 3.135
C 5.333 5.232 3.340
O 4.531 4.277 4.012
C 4.561 4.346 5.427
H 7.270 3.333 8.383
H 7.846 3.005 6.740
H 8.976 3.607 7.988
H 9.439 5.042 6.263
H 8.797 6.589 6.825
H 8.517 6.527 4.438
H 6.932 6.438 5.236
H 7.167 3.989 4.950
H 6.762 3.820 2.638
H 7.270 5.490 2.446
H 4.888 5.344 2.347
H 5.253 6.214 3.821
H 4.716 5.366 5.786
H 5.332 3.687 5.837
H 3.599 3.991 5.797
```

Energy = -13194.87698 a.u.
HOMO-LUMO gap = 9.0 eV
E_LUMO = 0.34 eV
Total charge = 0

***

# C33H89Mn2N3O35S9

A molecular structure, C33H89Mn2N3O35S9 (the ωB97M-V functional and the def2-TZVPD basis, the Open Molecules 2025 dataset).

```
171
Properties=species:S:1:pos:R:3
Mn -3.705 -0.834 1.051
Mn -0.216 -0.008 0.363
N -1.544 -2.829 -0.224
O -1.463 -3.702 -1.049
O -0.590 -2.170 0.102
O -2.608 -2.481 0.259
N -1.005 -0.628 3.292
O -0.846 -0.505 4.513
O -0.195 -0.093 2.572
O -2.046 -0.975 2.791
O -2.224 0.259 0.167
H -2.500 1.042 -0.348
O 1.908 -0.263 0.203
H 2.829 -0.493 -0.026
C -7.913 -0.929 -1.246
C -6.764 -1.041 -0.197
N -5.436 -0.344 -0.386
C -5.856 1.101 -0.476
C -4.843 2.182 -0.730
C -4.871 -0.639 -1.678
C -4.930 -2.118 -2.115
H -7.606 -1.026 -2.288
H -8.391 0.046 -1.156
H -8.646 -1.731 -1.155
H -7.067 -0.663 0.780
H -6.499 -2.089 -0.059
H -6.597 1.291 -1.253
H -6.243 1.411 0.495
H -4.564 2.204 -1.783
H -5.363 3.116 -0.517
H -3.958 2.209 -0.093
H -3.805 -0.416 -1.653
H -5.180 0.059 -2.456
H -4.639 -2.735 -1.265
H -4.199 -2.181 -2.921
H -5.911 -2.332 -2.541
O -1.142 -6.793 4.242
S -1.847 -5.527 4.059
O -3.044 -5.061 4.867
O -0.808 -4.252 3.968
C 0.421 -4.458 3.499
C 1.682 -4.164 4.444
C -2.522 -5.323 2.301
H 0.624 -3.899 2.586
H 0.532 -5.502 3.204
H 1.832 -4.938 5.196
H 1.582 -3.180 4.901
H 2.630 -4.114 3.907
H -3.505 -5.770 2.152
H -1.737 -5.539 1.577
H -2.753 -4.258 2.308
O 3.911 -2.613 0.659
S 4.534 -1.960 1.792
O 4.206 -2.133 3.233
O 6.122 -2.468 1.648
C 6.812 -2.272 0.432
C 7.894 -3.326 0.330
C 4.895 -0.111 1.513
H 7.399 -1.362 0.548
H 6.123 -2.153 -0.405
H 8.507 -3.062 -0.532
H 7.461 -4.325 0.281
H 8.543 -3.226 1.199
H 4.871 0.257 0.488
H 5.862 0.017 1.999
H 4.035 0.454 1.872
O 0.390 1.263 -4.183
S -0.018 0.116 -3.366
O -0.156 0.158 -1.892
O -1.469 -0.333 -3.994
C -1.774 -0.278 -5.333
C -3.303 -0.639 -5.456
C 0.982 -1.484 -3.749
H -1.257 -1.069 -5.877
H -1.573 0.699 -5.772
H -3.970 0.136 -5.078
H -3.411 -1.545 -4.860
H -3.695 -0.923 -6.432
H 1.573 -1.645 -2.847
H 1.604 -1.286 -4.622
H 0.277 -2.295 -3.930
O 0.092 2.159 0.028
S 0.705 3.436 -0.437
O 0.316 4.056 -1.683
O 0.555 4.528 0.791
C -0.402 5.561 0.606
C -0.516 6.485 1.814
C 2.556 3.349 -0.544
H -1.405 5.181 0.410
H -0.213 6.110 -0.317
H -1.348 7.178 1.692
H 0.445 6.928 2.075
H -0.807 5.803 2.613
H 2.973 4.305 -0.861
H 2.780 2.558 -1.259
H 2.802 3.043 0.473
O 8.256 1.014 -3.209
S 7.687 -0.307 -3.172
O 7.880 -1.123 -1.956
O 6.053 -0.119 -3.392
C 5.223 0.179 -2.341
C 3.804 -0.181 -2.803
C 8.000 -1.318 -4.679
H 5.431 1.226 -2.118
H 5.448 -0.525 -1.540
H 2.993 0.110 -2.136
H 3.525 -1.196 -3.086
H 3.573 0.413 -3.687
H 7.701 -0.807 -5.594
H 7.581 -2.310 -4.511
H 9.061 -1.565 -4.724
O -5.223 3.152 2.594
S -4.640 1.909 3.158
O -4.591 0.635 2.347
O -3.044 2.185 3.661
C -2.701 3.368 4.137
C -1.123 3.199 3.935
C -5.304 1.478 4.823
H -2.846 3.280 5.213
H -3.191 4.244 3.712
H -0.580 2.369 4.389
H -0.425 4.034 4.000
H -0.926 3.075 2.870
H -6.214 0.956 4.529
H -5.614 2.372 5.364
H -4.552 0.901 5.361
O 3.217 -6.316 -1.951
S 2.108 -5.372 -2.018
O 2.108 -4.348 -3.028
O 0.765 -6.305 -2.240
C 0.840 -7.518 -1.604
C -0.575 -7.712 -1.081
C 1.825 -4.597 -0.313
H 1.487 -7.588 -0.730
H 1.087 -8.318 -2.302
H -0.597 -8.402 -0.238
H -1.153 -8.269 -1.819
H -1.190 -6.866 -0.776
H 2.526 -5.057 0.384
H 0.770 -4.782 -0.112
H 2.016 -3.524 -0.298
O 4.899 0.236 5.186
S 3.757 1.072 5.631
O 3.358 1.290 7.014
O 4.033 2.585 4.946
C 2.998 3.577 5.055
C 2.874 4.301 3.661
C 2.315 0.576 4.554
H 3.343 4.365 5.724
H 2.006 3.237 5.356
H 3.820 4.836 3.589
H 1.986 4.928 3.572
H 2.834 3.688 2.760
H 2.535 0.937 3.550
H 1.467 1.019 5.077
H 2.332 -0.510 4.466
O -4.317 4.239 -4.098
S -2.989 4.756 -4.364
O -2.665 5.412 -5.670
O -2.584 5.733 -3.139
C -1.690 6.774 -3.386
C -2.541 7.972 -3.750
C -1.763 3.410 -4.014
H -0.909 6.431 -4.064
H -1.120 7.040 -2.495
H -2.901 7.914 -4.777
H -1.876 8.823 -3.606
H -3.384 8.147 -3.082
H -0.723 3.693 -4.178
H -1.894 2.630 -4.764
H -2.042 3.030 -3.031
```

Energy = -9993.60122 a.u.
Spin multiplicity = 11
HOMO-LUMO gap (alpha / beta) = 7.7 / 7.7 eV
E_LUMO (alpha / beta) = -0.41 / -0.54 eV
Total charge = 0

***

# C4H11N2O2PS2

A molecular structure, C4H11N2O2PS2 (the ωB97M-V functional and the def2-TZVPD basis, the Open Molecules 2025 dataset).

```
22
Properties=species:S:1:pos:R:3
C 0.061 1.627 0.997
C 2.432 -0.783 1.408
C 0.721 0.572 -1.102
C 1.092 -0.916 -1.051
N -2.505 -0.613 -1.459
N -0.231 0.931 -0.097
O 1.095 2.206 1.233
O -3.106 1.069 0.241
P -2.158 -0.189 0.090
S -2.202 -1.517 1.485
S 2.721 -1.265 -0.316
H -0.803 1.647 1.702
H 1.547 -1.295 1.781
H 2.321 0.296 1.479
H 3.310 -1.098 1.965
H 0.307 0.818 -2.087
H 1.611 1.191 -0.942
H 0.342 -1.468 -0.477
H 1.160 -1.334 -2.054
H -2.548 0.141 -2.129
H -2.047 -1.443 -1.803
H -3.121 1.421 1.136
```

Energy = -1556.77437 a.u.
HOMO-LUMO gap = 8.3 eV
E_LUMO = -0.08 eV
Total charge = 0

***

# C12H8BeN2O4Se

A molecular structure, C12H8BeN2O4Se (the ωB97M-V functional and the def2-TZVPD basis, the Open Molecules 2025 dataset).

```
28
Properties=species:S:1:pos:R:3
O 0.578 0.729 -3.651
C 0.518 -0.357 -3.108
Be 0.271 -1.461 -1.684
O 4.464 -1.842 -4.383
C 3.437 -2.153 -3.972
C 0.020 -1.656 -3.502
O -0.709 -1.985 -4.401
C 0.141 -3.386 -2.248
O -0.336 -4.423 -2.440
C -1.106 -0.932 -0.217
N -0.232 0.020 0.441
C 1.135 -0.005 0.403
Se 2.231 -1.317 -0.221
N 1.513 1.033 1.213
C 0.427 1.624 1.845
C 0.360 2.487 2.941
C -0.895 2.672 3.522
C -2.037 2.008 3.037
C -1.942 1.122 1.959
C -0.690 0.958 1.368
H -1.335 -0.615 -1.273
H -2.058 -0.894 0.321
H -0.718 -1.981 -0.134
H 2.491 1.281 1.414
H 1.280 2.964 3.281
H -0.999 3.336 4.373
H -2.999 2.197 3.520
H -2.809 0.575 1.597
```

Energy = -3287.90420 a.u.
HOMO-LUMO gap (alpha / beta) = 5.3 / 4.2 eV
E_LUMO (alpha / beta) = -10.41 / -11.29 eV
Total charge = +2

***

# C5H12FN2

A gas-phase ion, C5H12FN2 (charge +1) (the ωB97M-V functional and the def2-TZVPD basis, the Open Molecules 2025 dataset).

```
20
Properties=species:S:1:pos:R:3
C -0.881 -1.961 2.337
C 1.177 1.620 -1.885
C 0.347 0.429 -1.232
C -0.124 0.943 0.066
C -1.266 0.078 0.782
N -0.352 -3.089 2.737
N -0.517 -1.144 1.191
F -1.915 -1.635 3.056
H 0.475 2.258 -2.272
H 1.811 2.018 -0.997
H 1.945 1.238 -2.541
H -0.479 0.265 -1.956
H 1.068 -0.401 -1.198
H 0.620 1.082 0.792
H -0.476 1.969 0.107
H -1.988 -0.114 0.053
H -1.634 0.644 1.633
H 0.395 -3.627 2.165
H -0.661 -3.548 3.625
H 0.236 -1.355 0.528
```

Energy = -406.62755 a.u.
Spin multiplicity = 3
HOMO-LUMO gap (alpha / beta) = 7.1 / 7.0 eV
Energy relative to the best compared isomer or geometry (same formula, charge and spin) = 16.2 kcal/mol
E_LUMO (alpha / beta) = -3.16 / -8.22 eV
Total charge = +1

***

# C4H14NO2

3 unconnected molecules or ions with the total composition C4H14NO2 (the ωB97M-V functional and the def2-TZVPD basis, the Open Molecules 2025 dataset).

```
21
Properties=species:S:1:pos:R:3
C -0.249 -2.290 -1.056
C -0.628 -0.797 -1.274
C 0.317 0.215 -0.647
C 0.314 1.274 1.540
N 0.061 0.156 0.837
H -0.553 -2.739 -2.005
H -0.773 -2.907 -0.338
H 0.845 -2.376 -0.924
H -1.635 -0.745 -0.909
H -0.418 -0.616 -2.361
H 0.076 1.264 -0.893
H 1.345 -0.060 -0.791
H 0.666 2.175 1.044
H -0.061 1.507 2.521
H -0.409 -0.675 1.158
H -1.964 0.214 3.967
H -2.663 1.242 3.199
O -2.275 0.369 3.065
H 3.176 1.517 -1.542
H 2.582 1.771 -2.735
O 2.247 1.501 -1.856
```

Energy = -365.91525 a.u.
Spin multiplicity = 2
HOMO-LUMO gap (alpha / beta) = 5.7 / 10.0 eV
Energy relative to the best compared isomer or geometry (same formula, charge and spin) = 23.7 kcal/mol
E_LUMO (alpha / beta) = 0.64 / 0.62 eV
Total charge = 0

***

- Which value of energy does entry 4 give?
  -3287.90420 a.u.